Entry 1:
{"formula": "C17H27LiN4SiTe", "method": "the ωB97M-V functional and the def2-TZVPD basis", "homo_lumo_gap_ev": 7.031, "e_lumo_ev": 0.1, "total_energy_ev": -39404.2835, "relative_energy_ev": 0.3625, "e_homo_ha": -0.256, "multiplicity": 1, "species": ["Li", "C", "C", "C", "C", "C", "C", "N", "N", "Si", "C", "C", "C", "H", "H", "H", "H", "H", "H", "H", "H", "H", "H", "H", "H", "H", "H", "H", "C", "Te", "C", "C", "C", "C", "C", "C", "C", "H", "H", "H", "H", "H", "H", "H", "H", "N", "N", "H", "H", "H", "H"], "positions_angstrom": [[-0.0794, -0.4721, -1.8439], [3.1404, -2.4732, -2.7260], [2.5180, -2.5787, -1.4233], [2.9576, -3.4508, -0.4314], [2.3077, -3.4506, 0.8330], [1.2196, -2.6646, 0.9573], [0.7203, -1.8815, -0.0895], [1.3479, -1.8822, -1.3047], [-0.3531, -1.0993, 0.0033], [-1.2983, -0.8175, 1.3578], [-2.1476, -2.5049, 1.8135], [-2.8325, 0.2029, 1.1964], [-0.2982, 0.0508, 2.6862], [4.2008, -2.7419, -2.7681], [2.9726, -1.4851, -3.1825], [2.6539, -3.1702, -3.4683], [3.8876, -4.0195, -0.6967], [2.7057, -3.9175, 1.7383], [0.6977, -2.7220, 1.9641], [-2.9245, -2.5442, 1.0683], [-2.7545, -2.4197, 2.7704], [-1.6186, -3.4282, 1.6752], [-3.6098, -0.1838, 0.5356], [-2.7841, 1.2250, 0.8399], [-3.3933, 0.1267, 2.1883], [0.0630, 0.9753, 2.1968], [0.5933, -0.5281, 2.9885], [-0.8363, 0.3623, 3.5652], [-1.0331, 2.7308, -1.4728], [0.4324, 2.0143, -2.7724], [1.8799, 2.5257, -1.1891], [1.0832, 3.2543, -0.1671], [1.6494, 3.6690, 0.9794], [0.8949, 4.4285, 1.8742], [-0.4128, 4.6735, 1.6468], [-1.0274, 4.1018, 0.5782], [-0.2939, 3.4044, -0.3470], [-1.6449, 1.8489, -1.0675], [-1.6949, 3.4392, -2.0066], [2.5894, 3.1939, -1.6759], [2.4474, 1.6692, -0.8916], [2.7538, 3.5215, 1.0777], [1.4121, 4.7683, 2.7774], [-0.9609, 5.3471, 2.2814], [-2.0696, 4.1478, 0.4485], [-1.9132, -2.5579, -2.0272], [-2.0171, -1.2636, -2.4068], [-2.7684, -2.8243, -1.5312], [-1.1690, -2.6395, -1.3096], [-2.6965, -0.7270, -1.8646], [-2.4969, -1.2334, -3.3781]], "forces_ev_per_a": [[-0.11, -0.56, -0.02], [0.40, -0.48, -2.79], [-2.20, -0.58, 1.53], [1.46, 0.03, -0.37], [1.24, 0.05, -1.02], [-1.08, -0.68, 2.75], [-0.14, 0.45, -0.75], [0.97, -0.01, 0.71], [-0.09, 0.85, -0.67], [-0.23, -1.47, 1.16], [-0.80, 1.53, 1.02], [-1.78, 0.11, 0.31], [0.76, -0.02, -0.44], [-0.12, 0.22, 0.26], [0.26, -0.19, 0.37], [0.26, 0.46, 0.78], [-0.98, 0.48, 0.75], [-0.09, -0.33, -0.61], [0.53, 0.51, -1.46], [-0.53, 0.00, -0.60], [1.02, -0.47, -0.79], [0.51, -0.38, 0.50], [0.15, -0.60, -0.36], [0.38, 0.52, 0.52], [0.99, 0.50, -0.95], [0.00, -0.25, 0.17], [-0.36, 0.27, -0.10], [-0.33, -0.02, 0.41], [-1.29, -0.62, 0.54], [1.16, -0.07, -0.16], [-0.22, 0.48, -1.77], [-1.11, -1.40, -1.31], [1.71, 1.09, 1.11], [2.46, -0.38, 1.00], [-0.75, 0.91, 0.85], [0.24, -0.35, -0.72], [-0.20, -0.39, -0.15], [0.75, 1.32, -0.59], [0.27, -0.46, 0.34], [0.00, 0.11, 0.01], [-0.06, -0.65, 0.53], [-1.13, 0.13, 0.36], [-0.38, 0.17, -0.32], [-0.19, -0.09, 0.39], [-1.23, 0.34, -0.13], [-0.05, -3.09, 1.81], [-1.48, 3.35, -3.40], [0.31, -0.35, -0.23], [-0.60, 0.21, -0.70], [0.32, -0.05, 0.46], [1.38, -0.15, 1.79]]}



Entry 2:
{"formula": "C39H43CdN6O2P2S", "method": "the ωB97M-V functional and the def2-TZVPD basis", "homo_lumo_gap_ev": 7.705, "e_lumo_ev": -2.2, "total_energy_ev": -88152.0044, "relative_energy_ev": 0.3791, "e_homo_ha": -0.363, "charge": 1, "multiplicity": 1, "species": ["Cd", "C", "N", "C", "P", "C", "C", "C", "C", "C", "C", "C", "C", "C", "C", "C", "C", "C", "C", "C", "C", "C", "C", "P", "C", "C", "C", "C", "C", "C", "C", "C", "C", "C", "C", "C", "H", "H", "H", "H", "H", "H", "H", "H", "H", "H", "H", "H", "H", "H", "H", "H", "H", "H", "H", "H", "H", "H", "H", "H", "H", "H", "H", "H", "H", "N", "C", "C", "C", "C", "N", "C", "N", "N", "C", "O", "O", "H", "H", "H", "H", "H", "H", "H", "H", "H", "H", "H", "H", "H", "H", "S", "C", "N"], "positions_angstrom": [[0.7493, 0.7762, 0.4221], [0.1593, -1.5787, 2.9886], [1.2021, -2.2925, 2.2720], [0.7437, -3.0664, 1.1227], [0.9734, -2.0702, -0.4324], [-0.0584, -2.9212, -1.6642], [-0.6322, -2.1439, -2.6727], [-1.4251, -2.7331, -3.6476], [-1.6720, -4.0998, -3.6106], [-1.1275, -4.8753, -2.5965], [-0.3215, -4.2900, -1.6295], [2.6891, -2.4735, -0.9341], [3.0209, -3.4359, -1.8875], [4.3467, -3.6320, -2.2631], [5.3572, -2.8810, -1.6762], [5.0411, -1.9475, -0.6952], [3.7178, -1.7437, -0.3321], [2.2257, -2.8779, 3.0731], [2.2471, -2.7404, 4.4600], [3.2820, -3.2885, 5.2055], [4.3057, -3.9924, 4.5967], [4.2836, -4.1420, 3.2183], [3.2616, -3.5917, 2.4635], [-0.8740, -0.4080, 2.0036], [-2.1373, -1.3482, 1.1147], [-2.7745, -2.4580, 1.6735], [-3.7496, -3.1318, 0.9588], [-4.1078, -2.6935, -0.3123], [-3.4900, -1.5845, -0.8663], [-2.4991, -0.9159, -0.1581], [-1.7558, 0.4866, 3.3108], [-1.0166, 1.2048, 4.2527], [-1.6702, 1.9234, 5.2408], [-3.0575, 1.9454, 5.2875], [-3.7936, 1.2474, 4.3428], [-3.1478, 0.5185, 3.3545], [0.6387, -0.9096, 3.7068], [-0.5096, -2.2464, 3.5547], [-0.3220, -3.3063, 1.2003], [1.2782, -4.0127, 1.0636], [-0.4841, -1.0694, -2.6872], [-1.8744, -2.1185, -4.4186], [-2.3009, -4.5583, -4.3626], [-1.3303, -5.9375, -2.5581], [0.1009, -4.9112, -0.8482], [2.2425, -4.0492, -2.3297], [4.5914, -4.3919, -2.9956], [6.3897, -3.0457, -1.9566], [5.8263, -1.3901, -0.2003], [3.4797, -1.0351, 0.4553], [1.4721, -2.2045, 4.9855], [3.2756, -3.1590, 6.2798], [5.1074, -4.4179, 5.1842], [5.0735, -4.6875, 2.7176], [3.2920, -3.7074, 1.3890], [-2.5181, -2.7932, 2.6717], [-4.2398, -3.9922, 1.3948], [-4.8754, -3.2181, -0.8662], [-3.7712, -1.2385, -1.8522], [-2.0086, -0.0565, -0.6060], [0.0673, 1.2113, 4.2320], [-1.0898, 2.4710, 5.9711], [-3.5649, 2.5110, 6.0577], [-4.8748, 1.2671, 4.3731], [-3.7325, -0.0206, 2.6211], [2.6513, 1.2579, -0.9634], [2.3134, 1.0759, -2.3735], [3.1435, 1.9765, -3.2995], [4.5651, 1.4564, -3.5553], [4.7591, 0.5341, -4.7559], [3.9633, -0.7002, -4.7256], [2.6647, -0.7540, -5.0219], [1.9299, -1.7579, -4.5587], [2.0546, 0.1676, -5.7788], [0.7785, 1.1886, -2.6006], [0.3705, 1.0498, -3.7645], [0.0318, 1.3514, -1.5897], [2.6750, 2.2405, -0.7013], [3.5626, 0.8769, -0.7385], [2.5351, 0.0245, -2.5886], [3.2175, 2.9556, -2.8190], [2.6101, 2.1518, -4.2327], [4.9314, 0.9362, -2.6622], [5.2441, 2.2978, -3.7061], [5.8008, 0.2186, -4.7989], [4.5703, 1.0486, -5.6986], [4.3469, -1.4842, -4.2161], [2.2540, -2.3293, -3.7933], [0.9646, -1.8336, -4.8364], [2.6396, 0.8646, -6.2081], [1.1977, 0.5296, -5.3301], [3.1020, 0.2268, 3.8237], [2.4583, 1.1807, 2.6914], [1.9861, 1.8798, 1.8624]], "forces_ev_per_a": [[-0.08, -0.23, -0.26], [-0.05, -0.10, 0.05], [-0.05, 0.00, 0.03], [-0.01, 0.04, 0.03], [-0.02, 0.06, 0.09], [0.00, 0.08, -0.04], [-0.02, -0.02, 0.02], [-0.01, -0.02, -0.01], [0.00, 0.02, -0.01], [0.00, 0.00, 0.01], [-0.01, -0.05, -0.01], [0.03, 0.02, -0.01], [-0.03, 0.03, 0.00], [0.02, -0.01, -0.03], [-0.01, 0.00, 0.01], [-0.01, 0.00, -0.01], [-0.01, 0.01, 0.01], [-0.06, -0.13, -0.08], [-0.01, -0.20, 0.04], [-0.07, 0.02, -0.01], [0.04, -0.01, -0.03], [0.02, -0.01, 0.02], [-0.07, 0.04, 0.04], [0.02, 0.02, 0.01], [0.01, -0.02, -0.02], [-0.01, -0.01, 0.01], [0.00, 0.00, -0.01], [0.00, 0.00, 0.00], [0.00, -0.01, 0.01], [-0.01, 0.00, 0.00], [0.02, 0.00, -0.02], [-0.02, 0.00, 0.07], [0.03, 0.00, -0.01], [0.00, 0.01, 0.00], [0.00, 0.00, 0.00], [0.01, 0.01, 0.02], [0.00, -0.04, -0.04], [0.02, -0.01, -0.03], [0.02, 0.01, 0.00], [0.00, 0.01, 0.00], [0.02, 0.00, 0.00], [0.00, 0.00, 0.00], [0.00, 0.00, 0.00], [0.00, 0.00, 0.00], [0.00, 0.01, 0.00], [0.01, 0.00, -0.01], [-0.01, 0.00, 0.00], [0.00, 0.00, 0.00], [0.00, 0.00, 0.00], [0.01, 0.01, 0.04], [-0.01, 0.00, -0.01], [0.00, 0.00, 0.01], [0.00, 0.00, 0.00], [0.00, 0.00, 0.00], [0.01, 0.01, 0.01], [0.00, 0.01, -0.01], [0.00, 0.00, 0.00], [0.00, 0.00, 0.00], [0.00, 0.00, 0.00], [0.01, 0.00, 0.00], [0.04, -0.01, -0.07], [-0.01, 0.01, 0.00], [0.01, 0.00, 0.00], [0.00, 0.00, 0.00], [0.00, 0.00, 0.00], [-0.01, 0.10, -0.04], [-0.08, -0.06, 0.06], [-0.02, 0.07, -0.03], [0.01, -0.03, 0.10], [0.06, -0.13, -0.06], [-0.04, 0.09, -0.01], [0.03, 0.01, 0.05], [0.01, -0.02, -0.06], [-0.04, -0.04, 0.05], [-0.02, 0.04, -0.05], [0.11, -0.04, 0.03], [0.04, -0.01, -0.04], [0.04, 0.01, -0.05], [-0.02, -0.03, 0.03], [-0.02, 0.00, -0.01], [-0.03, -0.01, 0.01], [0.01, -0.03, 0.00], [0.00, 0.03, 0.00], [0.00, 0.00, -0.02], [0.00, 0.01, -0.04], [-0.01, 0.06, 0.04], [-0.01, -0.02, 0.01], [-0.01, -0.01, 0.03], [-0.01, -0.01, 0.04], [-0.05, 0.02, 0.02], [0.04, 0.02, -0.06], [0.08, 0.29, -0.04], [0.21, 0.13, 0.16], [-0.05, 0.03, 0.06]]}



Entry 3:
{"formula": "C3H3N3O5S", "method": "the ωB97M-V functional and the def2-TZVPD basis", "homo_lumo_gap_ev": 8.767, "smiles": "CS(=O)(=O)[C@@](C#N)(N=O)[N+](=O)[O-]", "e_lumo_ev": -1.9, "total_energy_ev": -28694.2420, "relative_energy_ev": 0.1232, "e_homo_ha": -0.391, "multiplicity": 1, "species": ["C", "S", "O", "O", "C", "C", "N", "N", "O", "N", "O", "O", "H", "H", "H"], "positions_angstrom": [[0.4162, -0.1741, 0.0618], [-1.2476, -0.8400, 0.5853], [-1.5376, -2.1384, 0.0474], [-1.4380, -0.5529, 1.9323], [-2.4788, 0.4212, -0.3767], [-1.9882, 1.6973, -0.0716], [-1.5933, 2.6875, 0.3478], [-2.4098, 0.0312, -1.8326], [-3.3904, -0.4252, -2.3939], [-3.8614, 0.0653, 0.3525], [-4.2697, 0.9161, 1.0518], [-4.3026, -0.9919, 0.1597], [1.1073, -0.9731, 0.0461], [0.3791, 0.2506, -0.9843], [0.5220, 0.5045, 0.8019]], "forces_ev_per_a": [[-2.61, -1.38, -3.04], [0.66, -0.73, -4.19], [0.36, 0.64, 0.04], [-0.36, 0.73, 2.70], [-1.13, -3.31, 0.16], [-0.15, 1.07, 0.25], [0.25, 0.31, -0.12], [-1.19, -0.62, -1.51], [2.09, 1.27, 2.19], [2.65, 1.89, -0.92], [-1.03, 2.04, 1.53], [-0.95, -3.08, -0.82], [0.63, -0.95, 0.37], [-0.26, -0.32, 1.26], [1.06, 2.42, 2.09]]}



Entry 4:
{"formula": "C4H6OS2", "method": "the ωB97M-V functional and the def2-TZVPD basis", "homo_lumo_gap_ev": 9.614, "e_lumo_ev": 0.5, "total_energy_ev": -27960.7456, "relative_energy_ev": 2.5330, "e_homo_ha": -0.334, "multiplicity": 1, "species": ["C", "C", "C", "C", "O", "S", "S", "H", "H", "H", "H", "H", "H"], "positions_angstrom": [[-1.5758, 0.2408, 0.4215], [-0.4942, -0.4540, 1.2210], [-0.8889, 0.2049, -0.9981], [0.5500, -0.4851, 0.0991], [-2.5124, 0.8809, 0.8053], [1.2531, -2.0297, -0.5890], [1.9269, 0.6234, 0.3073], [-0.1558, 0.1303, 2.0026], [-0.9387, -1.3735, 1.6477], [-1.2451, -0.6167, -1.6177], [-0.8434, 1.0719, -1.7125], [0.9801, -2.8547, 0.4980], [2.6407, 0.1717, -0.7106]], "forces_ev_per_a": [[0.79, 1.70, -1.34], [-0.97, -1.62, -1.30], [1.25, -1.09, 1.61], [-1.78, 0.25, -2.73], [0.01, -0.54, -0.13], [-1.15, -0.78, 1.15], [-0.22, 0.96, 0.83], [0.49, 1.30, 1.86], [0.81, 0.00, -0.37], [0.07, -0.41, 0.28], [0.27, -0.37, 1.34], [0.24, 0.72, -0.90], [0.16, -0.12, -0.30]]}



Entry 5:
{"formula": "C4H11N2", "method": "the ωB97M-V functional and the def2-TZVPD basis", "homo_lumo_gap_ev": 11.255, "smiles": "C[C@H]1NC[N@@H+]1C", "e_lumo_ev": -3.0, "total_energy_ev": -7297.8725, "relative_energy_ev": 3.0756, "e_homo_ha": -0.526, "charge": 1, "multiplicity": 1, "species": ["C", "C", "N", "C", "N", "C", "H", "H", "H", "H", "H", "H", "H", "H", "H", "H", "H"], "positions_angstrom": [[-1.4447, -0.1583, 1.2576], [-0.7291, -0.4149, 0.0126], [-1.0451, 0.1743, -1.4240], [0.3738, 0.3639, -1.6209], [0.6189, 0.2482, -0.1367], [1.7096, -0.2966, 0.6063], [-1.5929, -0.9990, 1.9116], [-2.4138, 0.2206, 0.9607], [-1.0126, 0.7821, 1.7034], [-0.7284, -1.4698, -0.1475], [-1.6316, 1.0973, -1.5630], [0.8115, -0.5561, -1.9941], [0.5902, 1.3215, -2.1365], [0.4588, 1.1165, 0.2551], [1.3534, -0.4594, 1.6034], [2.0064, -1.2739, 0.2193], [2.6755, 0.3037, 0.4927]], "forces_ev_per_a": [[-0.55, 2.92, 0.27], [-0.52, 0.51, -3.09], [-1.82, 1.40, 1.09], [-0.48, -0.11, -0.22], [-0.44, -1.02, -0.31], [3.26, -0.94, -0.82], [0.34, -0.12, 0.33], [-0.63, -0.21, 0.05], [-0.31, -1.14, 0.38], [0.89, -0.80, -0.42], [1.49, -2.45, 1.00], [0.35, 0.24, -0.78], [0.66, -0.82, 0.48], [-0.50, 2.70, 0.85], [0.22, 0.30, 0.74], [-0.36, -0.06, -0.13], [-1.62, -0.38, 0.57]]}



Entry 6:
{"formula": "C3H7N3O2", "method": "the ωB97M-V functional and the def2-TZVPD basis", "homo_lumo_gap_ev": 10.077, "smiles": "[H]/N=C(/N)O/N=C\\OC", "e_lumo_ev": 0.7, "total_energy_ev": -11785.4333, "relative_energy_ev": 5.8799, "e_homo_ha": -0.345, "multiplicity": 1, "species": ["H", "N", "C", "N", "O", "N", "C", "O", "C", "H", "H", "H", "H", "H", "H"], "positions_angstrom": [[-0.1772, 2.9069, 0.3583], [-0.8396, 2.4368, 1.0222], [-0.8821, 1.1485, 0.9644], [-1.7929, 0.3270, 1.6687], [-0.2171, 0.2517, 0.1743], [0.2393, 0.8297, -1.0314], [1.0111, 0.1367, -1.7551], [1.7707, -1.1104, -1.5471], [1.1649, -1.8460, -0.4021], [-1.9432, -0.6116, 1.3721], [-2.4560, 0.9524, 2.2340], [1.1268, 0.6981, -2.8730], [0.0512, -2.3282, -0.6014], [1.8998, -2.6846, -0.1890], [1.0443, -1.1068, 0.6053]], "forces_ev_per_a": [[-0.71, -1.12, 0.85], [0.49, -1.67, -0.50], [-1.69, 0.67, -0.10], [0.13, 4.23, 1.41], [0.74, 0.87, -0.72], [-0.39, -0.30, 0.07], [2.00, -0.58, -2.71], [-3.68, 2.57, 0.82], [-0.69, -0.26, 2.18], [-0.35, -0.11, -0.04], [1.17, -2.12, -1.21], [0.25, -2.06, 3.34], [2.94, 1.41, 0.07], [-1.02, 1.05, -0.35], [0.80, -2.59, -3.11]]}